1.
The following is a DFT calculation (ωB97M-V/def2-TZVPD) of an isolated ion of composition C8H17Cl2N4 and charge +1.

Values from the calculation:
Charge: +1
SMILES: CCNN1CCN/C1=[NH+]/[C@H](Cl)[C@@H](C)Cl
Gap between HOMO and LUMO in eV: 9.54
LUMO level in Eh: -0.1268

Element x y z (Å)
1 C 2.91 -1.05 0.66
2 C 2.20 -0.77 -0.72
3 N 0.78 -0.33 -0.61
4 N 0.62 0.53 0.48
5 C 1.19 1.88 0.14
6 C 0.19 2.96 0.71
7 N -1.02 2.20 1.13
8 C -0.71 0.85 0.86
9 N -1.69 -0.02 1.07
10 C -1.64 -1.48 0.91
11 Cl -0.20 -2.26 1.69
12 C -1.91 -1.98 -0.61
13 C -2.24 -0.81 -1.60
14 Cl -0.57 -3.07 -1.23
15 H 2.22 -1.17 1.53
16 H 3.52 -1.99 0.57
17 H 3.65 -0.23 0.89
18 H 2.80 0.05 -1.22
19 H 2.32 -1.67 -1.38
20 H 0.57 0.12 -1.50
21 H 2.28 2.02 0.36
22 H 1.18 2.15 -0.96
23 H 0.64 3.64 1.49
24 H -0.19 3.56 -0.16
25 H -1.92 2.55 0.82
26 H -2.58 0.38 1.36
27 H -2.52 -1.88 1.48
28 H -2.81 -2.65 -0.60
29 H -3.20 -0.32 -1.24
30 H -2.40 -1.19 -2.65
31 H -1.47 0.00 -1.65


2.
The following is a DFT calculation (ωB97M-V/def2-TZVPD) of C8H17CuN3S3 as an isolated structure.

Values from the calculation:
Charge: +1
Gap between HOMO and LUMO in eV: 9.06
LUMO level in Eh: -0.0983

Element x y z (Å)
1 Cu -0.78 0.04 -0.23
2 C 3.00 -2.48 3.02
3 C 2.79 -1.77 1.69
4 N 2.57 -0.34 1.84
5 C 1.40 0.29 1.83
6 S -0.07 -0.62 1.78
7 N 1.43 1.63 1.92
8 C 0.28 2.52 2.09
9 C -0.23 2.58 3.52
10 H 3.20 -3.54 2.84
11 H 2.11 -2.39 3.65
12 H 3.85 -2.06 3.56
13 H 1.93 -2.19 1.18
14 H 3.67 -1.90 1.05
15 H 3.40 0.22 2.02
16 H 2.33 2.06 2.00
17 H -0.52 2.18 1.43
18 H 0.59 3.50 1.74
19 H -0.48 1.58 3.88
20 H -1.12 3.20 3.58
21 H 0.53 3.01 4.18
22 S -0.37 0.17 -2.42
23 C -1.73 -0.22 -3.31
24 N -1.67 -0.45 -4.62
25 C -2.89 -0.90 -5.28
26 C -4.03 -0.40 -4.41
27 S -3.35 -0.37 -2.71
28 H -0.78 -0.43 -5.09
29 H -2.89 -1.99 -5.35
30 H -2.95 -0.48 -6.28
31 H -4.90 -1.05 -4.44
32 H -4.32 0.62 -4.66


3.
The following is a DFT calculation (ωB97M-V/def2-TZVPD) of an isolated molecule of C8H17FNO4P.

Values from the calculation:
SMILES: CCOP(=CF)(OCC)OC(=O)N(C)C
Gap between HOMO and LUMO in eV: 8.61
LUMO level in Eh: 0.0295

Element x y z (Å)
1 C 0.03 0.89 -1.40
2 C -1.94 -1.00 2.87
3 C 2.89 -1.36 1.89
4 C 0.11 2.32 -3.39
5 C -1.16 0.14 -3.33
6 C -2.21 -1.13 1.41
7 C 1.99 -0.16 1.62
8 C 1.36 -2.39 -0.62
9 N -0.36 1.14 -2.64
10 O 0.73 1.60 -0.78
11 O -0.39 -0.35 -1.01
12 O -1.31 -1.86 0.64
13 O 0.63 -0.62 1.33
14 F 1.27 -2.11 -2.02
15 P 0.11 -1.39 0.08
16 H -2.71 -0.96 3.53
17 H -1.31 -1.87 3.16
18 H -1.33 -0.15 3.05
19 H 2.66 -2.07 1.06
20 H 3.94 -0.94 1.91
21 H 2.61 -1.79 2.94
22 H -0.15 3.29 -2.83
23 H 1.22 2.22 -3.50
24 H -0.08 2.38 -4.53
25 H -1.47 0.65 -4.21
26 H -0.57 -0.69 -3.58
27 H -2.06 -0.19 -2.84
28 H -2.09 -0.06 1.01
29 H -3.06 -1.69 1.22
30 H 2.44 0.33 0.82
31 H 1.91 0.41 2.55
32 H 1.08 -3.40 -0.27


4.
The following is a DFT calculation (ωB97M-V/def2-TZVPD) of a 2-piece molecular cluster, C8H17N2 overall.

Values from the calculation:
Charge: +1
Gap between HOMO and LUMO in eV: 10.54
LUMO level in Eh: -0.0903

Element x y z (Å)
1 C -2.51 -1.00 -0.47
2 C 2.03 -0.23 -0.43
3 C -2.31 0.41 -0.21
4 C 1.91 0.98 0.33
5 C -2.40 -1.92 0.74
6 C 3.20 -1.16 -0.17
7 C -2.50 1.66 0.09
8 C 1.05 2.23 -0.13
9 N -1.25 -0.32 -0.72
10 N 0.93 -0.16 0.61
11 H -3.19 -1.28 -1.28
12 H 1.57 -0.17 -1.39
13 H -1.71 -1.55 1.53
14 H -1.92 -2.97 0.49
15 H -3.46 -2.20 0.96
16 H 4.09 -0.62 -0.48
17 H 3.08 -2.14 -0.58
18 H 3.26 -1.42 0.95
19 H -1.66 2.29 -0.06
20 H 2.55 1.15 1.09
21 H -3.46 2.09 0.24
22 H 0.59 2.51 0.72
23 H 0.39 1.93 -0.99
24 H 1.74 2.93 -0.64
25 H -0.90 -0.03 -1.67
26 H -0.12 -0.11 0.24
27 H 0.99 -0.90 1.24


5.
The following is a DFT calculation (ωB97M-V/def2-TZVPD) of C8H17N2O3Ru as an isolated structure.

Values from the calculation:
Multiplicity: 5
Charge: +3
Gap between HOMO and LUMO (alpha / beta) in eV: 6.29 / 5.51
⟨S²⟩: 6.158
LUMO level (alpha / beta) in Eh: -0.5536 / -0.5756

Element x y z (Å)
1 Ru -1.51 -1.31 -0.49
2 C 3.27 -1.94 0.52
3 N 2.25 -2.20 -0.49
4 C 2.58 -3.20 -1.50
5 C 0.90 -1.84 -0.34
6 O 0.05 -2.24 -1.14
7 C 0.55 -0.92 0.85
8 O -0.82 -0.83 1.22
9 C -1.32 0.50 1.23
10 C -1.67 1.15 -0.12
11 O -1.84 0.48 -1.14
12 N -1.78 2.55 -0.15
13 C -2.00 3.20 -1.44
14 C -1.84 3.41 1.02
15 H 4.25 -1.94 0.05
16 H 3.22 -2.74 1.27
17 H 3.11 -0.98 1.00
18 H 3.56 -2.96 -1.93
19 H 1.84 -3.22 -2.30
20 H 2.61 -4.18 -1.02
21 H 0.97 0.07 0.62
22 H 1.06 -1.30 1.74
23 H -0.60 1.13 1.78
24 H -2.25 0.48 1.81
25 H -1.76 2.54 -2.28
26 H -1.36 4.08 -1.50
27 H -3.05 3.50 -1.50
28 H -1.87 2.85 1.95
29 H -2.75 4.02 0.96
30 H -0.96 4.06 1.01
31 H -2.85 -2.24 0.31


6.
The following is a DFT calculation (ωB97M-V/def2-TZVPD) of a 2-piece molecular cluster, C8H17N4O overall.

Values from the calculation:
Charge: +1
Gap between HOMO and LUMO in eV: 9.65
LUMO level in Eh: -0.1345

Element x y z (Å)
1 C -1.93 0.84 -0.39
2 C -3.22 0.66 -0.07
3 C 1.52 2.29 1.28
4 C 1.79 1.80 -1.24
5 C 0.63 -2.17 1.29
6 C 1.68 -2.23 -1.09
7 C 2.07 1.65 0.06
8 C 0.40 -2.01 -0.21
9 N -2.16 -1.35 -0.03
10 N -1.33 -0.43 -0.35
11 N -4.33 1.37 -0.11
12 N -0.08 -0.66 -0.61
13 O -3.38 -0.73 0.15
14 H -1.37 1.70 -0.43
15 H 2.19 3.10 1.63
16 H 0.54 2.98 1.12
17 H 1.32 1.80 2.24
18 H 0.85 2.34 -1.72
19 H 0.71 -0.04 -0.49
20 H 2.47 1.34 -1.92
21 H 0.91 -1.31 1.70
22 H -0.25 -2.42 1.85
23 H 1.30 -2.90 1.40
24 H 2.40 -3.05 -0.74
25 H 2.37 -1.47 -1.31
26 H 1.42 -2.48 -2.08
27 H 3.02 1.04 0.45
28 H -0.18 -2.83 -0.63
29 H -4.17 2.30 0.29
30 H -5.18 0.89 -0.04


| no. | DFT total energy (Eh) |
| --- | --- |
| 1 | -1454.12043 |
| 2 | -3314.19752 |
| 3 | -1111.88786 |
| 4 | -424.14797 |
| 5 | -743.70865 |
| 6 | -608.84008 |